Record 1
{"formula": "C14H14N2O3STm", "method": "wB97M-V/def2-TZVPD", "charge": -1, "multiplicity": 3, "largest_force_ev_per_a": 3.40, "molar_mass_g_mol": 459.3, "homo_energy_ev": [-3.24, -3.23], "e_lumo_ha": [0.085, 0.085], "orbital_gap_ev": [5.55, 5.54], "species": ["C", "C", "C", "C", "C", "Tm", "N", "C", "C", "H", "H", "H", "H", "H", "H", "H", "H", "H", "H", "O", "S", "O", "N", "C", "O", "C", "C", "C", "C", "C", "C", "H", "H", "H", "H"], "positions_angstrom": [[2.83532, -1.04135, -2.42692], [1.97824, -0.10815, -3.10227], [0.62556, -0.55103, -2.93595], [0.65210, -1.77209, -2.18206], [2.01824, -2.08117, -1.87735], [1.47874, 0.11565, -0.57473], [3.45902, 0.35620, 0.11858], [3.18765, 1.83046, -0.05140], [2.02867, 2.30439, -0.88298], [-0.26043, -0.08211, -3.36587], [2.29621, 0.76004, -3.68060], [-0.21764, -2.38139, -1.94026], [2.37490, -2.98471, -1.38047], [3.92507, -0.98416, -2.37555], [2.33126, 2.67354, -1.86481], [3.13527, 2.31061, 0.94996], [4.22758, 0.19629, 0.76566], [1.38432, 3.00546, -0.35086], [4.11361, 2.22058, -0.52188], [-2.50025, -1.54750, -1.23071], [-2.41608, -0.25083, -0.60383], [-2.92939, 0.90982, -1.27983], [-0.81707, 0.03098, -0.15138], [-0.56691, 0.03545, 1.16862], [0.65134, 0.16395, 1.55219], [-1.79067, -0.13195, 1.94710], [-1.92612, -0.15149, 3.33849], [-3.20659, -0.29175, 3.87170], [-4.32206, -0.42240, 3.02349], [-4.16801, -0.43093, 1.62672], [-2.88417, -0.28627, 1.11360], [-1.02713, -0.05821, 3.94821], [-3.34804, -0.29823, 4.95533], [-5.31556, -0.51705, 3.45616], [-5.00700, -0.54066, 0.94391]], "atomic_forces_ev_per_a": [[-0.59, -0.30, -0.97], [-0.05, -1.05, 0.13], [0.67, -0.84, -0.07], [0.46, 0.22, -0.71], [-0.24, 0.65, -0.64], [0.56, -0.67, -0.76], [-0.45, -0.11, 0.34], [2.92, 1.21, 1.27], [-0.88, -0.19, -0.57], [0.28, -0.09, 0.30], [-0.10, -0.24, 0.40], [0.28, 0.27, 0.03], [-0.12, 0.42, 0.00], [-0.59, 0.05, 0.11], [-0.15, 0.09, 0.18], [0.00, -0.08, -0.21], [-0.31, 0.33, -0.32], [0.12, 0.13, -0.08], [-0.19, 0.16, 0.21], [-0.57, 0.56, 0.38], [2.89, 0.40, 0.77], [-0.34, -0.51, 0.24], [-1.17, -0.09, 0.00], [1.66, 0.21, -1.72], [-2.49, -0.24, 0.74], [-0.47, -0.16, 1.23], [-0.06, 0.00, -0.51], [-0.23, -0.03, -0.20], [0.35, 0.03, -0.22], [0.31, 0.03, 0.38], [-1.44, -0.19, 0.51], [-0.31, 0.02, -0.08], [0.02, 0.00, -0.37], [0.18, -0.01, -0.08], [0.04, 0.01, 0.25]], "mulliken_spin": [0.00, -0.01, 0.00, 0.00, 0.00, 2.03, 0.00, 0.00, -0.01, 0.00, 0.00, 0.00, 0.00, 0.00, 0.00, 0.00, 0.00, 0.00, 0.00, 0.00, 0.00, 0.00, 0.00, 0.00, 0.00, 0.00, 0.00, 0.00, 0.00, 0.00, 0.00, 0.00, 0.00, 0.00, 0.00]}

Record 2
{"formula": "C14H14NO5Ru", "method": "wB97M-V/def2-TZVPD", "charge": 3, "multiplicity": 5, "largest_force_ev_per_a": 9.07, "molar_mass_g_mol": 377.3, "homo_energy_ev": [-19.09, -19.88], "e_lumo_ha": [-0.437, -0.597], "orbital_gap_ev": [7.19, 3.63], "species": ["O", "C", "Ru", "O", "C", "C", "O", "C", "O", "C", "O", "H", "C", "N", "C", "C", "C", "C", "C", "C", "C", "C", "H", "H", "H", "H", "H", "H", "H", "H", "H", "H", "H", "H", "H"], "positions_angstrom": [[0.87868, -3.09104, 4.28538], [0.39729, -2.40660, 3.53979], [0.49565, 0.63403, -0.61363], [-1.24438, 0.85405, 1.83442], [-0.53953, 0.61595, 0.95768], [-0.20785, 2.69878, -3.14424], [-0.25201, 3.11277, -4.17758], [0.05469, -0.81742, -1.55814], [-0.29355, -1.81821, -2.04445], [2.36712, 0.40460, -0.45368], [3.49371, 0.16477, -0.27031], [0.28973, -0.31163, 0.82953], [-0.40487, 5.41755, -1.62646], [0.42671, 4.44312, -0.89498], [1.67300, 5.00399, -0.26221], [-0.39702, 3.70030, 0.13470], [-1.49731, 2.93789, -0.51415], [-2.75288, 3.52198, -0.66610], [-3.75516, 2.85730, -1.49598], [-3.52654, 1.64888, -2.05993], [-2.28277, 1.05615, -1.89980], [-1.30226, 1.72337, -1.19641], [-0.80754, 6.09925, -0.87776], [-1.18224, 4.92486, -2.09735], [0.20879, 5.95579, -2.30953], [0.72786, 3.70679, -1.54897], [1.36138, 5.79051, 0.47309], [2.26059, 4.18833, 0.27874], [2.27228, 5.43440, -1.05120], [0.25514, 3.01319, 0.77603], [-0.82699, 4.43593, 0.84891], [-2.99907, 4.51616, -0.18494], [-4.71005, 3.42826, -1.64325], [-4.27294, 1.17157, -2.66290], [-2.06703, 0.03487, -2.34378]], "atomic_forces_ev_per_a": [[-0.15, 0.12, -0.12], [0.16, -0.04, 0.02], [-2.61, 3.05, 1.17], [0.26, -0.20, -0.89], [-0.64, 0.75, 2.81], [0.51, 0.10, -0.59], [-0.10, -0.01, -0.45], [-1.77, -7.84, -4.19], [1.17, 3.68, 1.65], [7.77, -0.86, 1.10], [-4.88, 0.94, -0.87], [0.41, -0.95, -0.10], [1.06, 1.32, 1.73], [0.38, -1.61, 0.86], [0.29, 0.01, 1.49], [0.54, 0.14, 1.77], [0.45, 0.27, -1.03], [-3.95, 0.36, -0.83], [-0.16, 4.29, 2.24], [-1.41, -0.34, -0.37], [2.28, -2.31, -0.59], [1.83, -1.27, 0.81], [0.00, 0.20, -0.14], [-1.50, -0.91, -1.17], [0.40, 0.41, -0.64], [0.15, 0.34, 0.07], [0.34, -0.67, -0.67], [-0.95, 1.02, -0.84], [0.18, 0.16, -0.13], [-0.58, 0.94, -1.14], [0.32, -0.22, -0.53], [0.17, -1.31, -0.53], [0.92, -0.81, 0.04], [-0.45, -0.28, -0.21], [-0.43, 1.54, 0.25]], "mulliken_spin": [0.00, 0.00, 2.01, 0.12, 0.14, 0.14, 0.00, -0.06, 0.07, -0.08, 0.13, 0.05, 0.01, 0.00, 0.02, 0.17, -0.08, 0.23, 0.13, 0.25, 0.22, 0.44, 0.00, 0.00, 0.00, 0.01, 0.00, 0.00, 0.00, 0.07, 0.02, 0.00, 0.01, -0.01, 0.01]}

Record 3
{"formula": "C14H14P", "method": "wB97M-V/def2-TZVPD", "e_above_lowest_kcal_mol": 109.6, "charge": 1, "largest_force_ev_per_a": 4.76, "molar_mass_g_mol": 213.2, "homo_energy_ev": -12.90, "e_lumo_ha": -0.145, "orbital_gap_ev": 8.95, "species": ["C", "C", "C", "C", "C", "C", "C", "C", "C", "C", "C", "C", "C", "C", "P", "H", "H", "H", "H", "H", "H", "H", "H", "H", "H", "H", "H", "H", "H"], "positions_angstrom": [[-2.13054, 3.37547, -0.94744], [-1.24459, 2.41858, -0.90118], [3.37653, 0.25919, 1.97526], [3.60680, -0.13194, 0.65434], [2.15702, 0.55389, 2.50078], [2.46552, -0.41741, -0.17960], [1.03927, 0.25376, 1.72720], [1.22410, -0.21659, 0.41562], [-3.36177, 3.52979, -0.44877], [-3.72294, 2.25831, 0.20509], [-2.87400, 1.17609, 0.27694], [-1.57712, 1.25987, -0.31248], [-0.92890, -2.03939, -0.54795], [0.37085, -0.30792, -2.42873], [-0.20080, -0.40674, -0.68945], [4.21559, 0.45972, 2.50981], [4.59403, -0.35528, 0.38257], [2.27233, 1.05716, 3.43644], [2.36547, -0.64690, -1.22028], [-0.02529, 0.40359, 1.92151], [-4.20859, 4.12365, -0.72444], [-4.67827, 2.34242, 0.74049], [-3.03088, 0.20486, 0.80428], [-0.27166, -2.82966, -0.97459], [-1.76537, -1.97073, -1.26747], [-0.88792, -2.22632, 0.59242], [-0.34741, 0.50849, -2.91225], [0.37066, -1.32847, -2.68847], [1.25906, 0.27992, -2.46687]], "atomic_forces_ev_per_a": [[2.67, -2.88, 0.50], [-1.81, 3.33, -0.79], [-0.35, -0.42, -3.09], [-2.91, -1.20, -0.37], [-0.85, -0.21, -0.36], [0.74, 1.07, 2.03], [-0.56, 0.10, -0.72], [-0.19, 0.21, -0.08], [-1.04, -2.31, -0.17], [0.01, 1.52, 0.47], [1.16, -1.31, 0.47], [1.22, -2.49, -0.73], [1.10, -0.17, 0.80], [-2.66, 3.81, 1.05], [-0.67, 2.35, 0.64], [2.30, 0.52, 1.75], [1.15, -0.03, -0.75], [-1.17, 0.02, 0.69], [1.35, -0.37, -0.26], [0.50, 0.36, 0.95], [0.22, 1.01, 0.21], [0.32, -0.65, -0.41], [-0.67, 1.14, -0.39], [0.01, 0.74, 0.22], [-0.58, -0.55, 1.34], [-1.42, -0.04, -1.86], [0.90, -2.47, 0.41], [0.17, -0.78, -1.41], [1.07, -0.28, -0.14]], "lowdin_charge": [0.07, -0.02, -0.07, 0.00, -0.05, -0.05, -0.06, -0.36, -0.02, -0.05, -0.09, -0.22, -0.21, -0.17, 1.02, 0.09, 0.10, 0.12, 0.07, 0.10, 0.11, 0.12, 0.12, 0.07, 0.07, 0.10, 0.12, 0.04, 0.04]}